No. 1
The following is a DFT calculation (wB97M-V/def2-TZVPD) of one molecule with the formula C5H10O at a distorted geometry.

Values from the calculation:
- F_max (eV Å⁻¹) = 2.50
- ΔE to the lowest compared entry with this formula, charge and spin (kJ/mol) = 224.5
- E_HOMO (eV) = -9.8
- total charge = 0
- structure (SMILES) = C[C@H]1CCOC1
- calculated total energy (hartree) = -271.6671

Last column: Löwdin charge in e.
Geometry (Å):
C -0.896 -0.464 1.437  -0.103
C -0.750 -0.351 -0.082  -0.241
C -0.494 1.090 -0.551  -0.161
C 0.969 0.937 -0.934  -0.230
O 1.577 0.145 0.074  -0.158
C 0.864 -1.037 -0.247  -0.161
H -1.609 0.217 1.917  0.080
H -1.173 -1.487 1.709  0.076
H 0.090 -0.236 1.851  0.079
H -1.620 -0.793 -0.598  0.124
H -1.076 1.402 -1.430  0.113
H -0.638 1.839 0.234  0.112
H 1.533 1.865 -1.091  0.132
H 0.853 0.135 -1.718  0.116
H 1.485 -1.466 -1.085  0.130
H 0.883 -1.796 0.514  0.091



No. 2
The following is a DFT calculation (wB97M-V/def2-TZVPD) of one molecule with the formula C5H10O.

Values from the calculation:
- F_max (eV Å⁻¹) = 0.35
- ΔE to the lowest compared entry with this formula, charge and spin (kJ/mol) = 93.5
- E_HOMO (eV) = -10.2
- total charge = 0
- structure (SMILES) = C[C@@H](O)C1CC1
- calculated total energy (hartree) = -271.7170

Last column: Löwdin charge in e.
Geometry (Å):
C -2.012 -0.202 0.253  -0.042
C -0.738 0.244 -0.446  -0.439
O -0.964 1.579 -0.880  -0.036
C 0.473 0.159 0.459  -0.273
C 1.359 -1.053 0.443  -0.115
C 1.851 0.243 -0.137  -0.123
H -2.068 0.220 1.262  0.083
H -2.057 -1.293 0.328  0.083
H -2.879 0.153 -0.313  0.082
H -0.560 -0.407 -1.321  0.146
H -0.186 1.851 -1.384  0.089
H 0.336 0.648 1.422  0.144
H 1.783 -1.393 1.384  0.099
H 1.114 -1.855 -0.250  0.102
H 1.933 0.308 -1.221  0.103
H 2.614 0.800 0.400  0.099



No. 3
The following is a DFT calculation (wB97M-V/def2-TZVPD) of one molecule with the formula C5H10O.

Values from the calculation:
- F_max (eV Å⁻¹) = 0.89
- ΔE to the lowest compared entry with this formula, charge and spin (kJ/mol) = 170.3
- E_HOMO (eV) = -8.5
- total charge = 0
- structure (SMILES) = CCC/C=C/O
- calculated total energy (hartree) = -271.6878

Last column: Löwdin charge in e.
Geometry (Å):
C -1.677 0.440 0.262  -0.113
C -0.891 -0.817 -0.146  -0.248
C 0.436 -1.093 0.637  -0.218
C 1.571 -0.527 -0.173  -0.109
C 1.560 0.795 -0.136  -0.254
O 1.754 1.601 -1.216  0.000
H -1.124 1.368 0.065  0.054
H -1.935 0.433 1.327  0.073
H -2.618 0.511 -0.301  0.071
H -1.554 -1.683 -0.052  0.097
H -0.653 -0.722 -1.215  0.107
H 0.370 -0.620 1.628  0.110
H 0.597 -2.158 0.763  0.092
H 1.890 -1.055 -1.072  0.116
H 1.248 1.292 0.783  0.123
H 1.025 2.232 -1.153  0.098



No. 4
The following is a DFT calculation (wB97M-V/def2-TZVPD) of one molecule with the formula C5H10O.

Values from the calculation:
- F_max (eV Å⁻¹) = 0.66
- ΔE to the lowest compared entry with this formula, charge and spin (kJ/mol) = 194.4
- E_HOMO (eV) = -9.0
- total charge = 0
- structure (SMILES) = CO[C@H]1C[C@H]1C
- calculated total energy (hartree) = -271.6786

Last column: Löwdin charge in e.
Geometry (Å):
C 0.917 -1.566 -1.599  -0.098
O 0.357 -1.257 -0.341  -0.118
C -0.507 -0.173 -0.415  -0.366
C -1.560 0.204 0.565  -0.041
C -0.297 1.085 0.344  -0.253
C 0.614 1.126 1.559  -0.072
H 0.456 -2.477 -1.991  0.087
H 1.994 -1.716 -1.502  0.086
H 0.759 -0.760 -2.328  0.086
H -0.872 0.016 -1.426  0.140
H -1.576 -0.212 1.569  0.100
H -2.569 0.320 0.169  0.097
H -0.225 1.980 -0.274  0.127
H 1.680 1.022 1.328  0.076
H 0.354 0.326 2.258  0.074
H 0.477 2.080 2.082  0.075